ORCA calculation (ωB97M-V/def2-TZVPD) on one molecule with the formula C22H25N3O4S.

Properties
net charge = 0
orbital gap = 8.226 eV
DFT total energy = -46716.229 eV
E_HOMO = -7.545 eV
energy above the lowest of the compared OMol25 structures with the same formula, charge and spin = 22.69 kcal/mol
SMILES string = CCOC(=O)[C@@H]1CCCN(C(=O)c2sc3nc(-c4ccc(OC)cc4)cn3c2C)C1

CARTESIAN COORDINATES (ANGSTROEM)
C  -5.826  -3.268  -1.757
C  -4.811  -2.142  -1.767
O  -5.362  -1.029  -1.056
C  -4.694  0.117  -1.133
O  -3.747  0.302  -1.852
C  -5.276  1.122  -0.149
C  -4.925  2.576  -0.477
C  -3.429  2.851  -0.317
C  -2.937  2.364  1.047
N  -3.271  0.969  1.218
C  -2.472  -0.097  0.991
O  -2.900  -1.242  1.054
C  -1.027  0.119  0.743
S  -0.403  1.225  -0.487
C  1.193  0.661  -0.174
N  2.385  0.933  -0.617
C  3.224  0.101  0.086
C  4.655  0.127  -0.150
C  5.529  -0.711  0.536
C  6.891  -0.673  0.296
C  7.408  0.212  -0.644
O  8.728  0.334  -0.961
C  9.657  -0.491  -0.303
C  6.535  1.056  -1.336
C  5.183  1.012  -1.092
C  2.499  -0.676  0.968
N  1.192  -0.312  0.797
C  -0.042  -0.641  1.294
C  -0.165  -1.689  2.341
C  -4.701  0.750  1.230
H  -6.054  -3.552  -0.733
H  -5.420  -4.128  -2.282
H  -6.744  -2.955  -2.246
H  -4.568  -1.825  -2.787
H  -3.885  -2.435  -1.261
H  -6.360  0.980  -0.130
H  -5.492  3.224  0.197
H  -5.227  2.804  -1.500
H  -2.884  2.325  -1.099
H  -3.234  3.919  -0.417
H  -3.441  2.919  1.847
H  -1.864  2.514  1.152
H  5.149  -1.406  1.269
H  7.537  -1.338  0.847
H  9.659  -0.315  0.778
H  9.463  -1.551  -0.497
H  10.631  -0.224  -0.711
H  6.951  1.736  -2.062
H  4.503  1.659  -1.623
H  2.796  -1.424  1.671
H  0.294  -1.352  3.271
H  -1.211  -1.919  2.512
H  0.347  -2.594  2.015
H  -5.148  1.379  2.005
H  -4.890  -0.301  1.455

The molecule's Löwdin atomic charges, reported in e, are given here:
1. C -0.062
2. C -0.214
3. O 0.006
4. C -0.472
5. O 0.125
6. C -0.180
7. C -0.135
8. C -0.173
9. C -0.166
10. N -0.038
11. C -0.455
12. O 0.061
13. C -0.323
14. S 1.140
15. C -0.585
16. N 0.127
17. C -0.234
18. C -0.182
19. C -0.025
20. C -0.022
21. C -0.278
22. O -0.086
23. C -0.095
24. C 0.002
25. C -0.019
26. C 0.010
27. N -0.032
28. C -0.254
29. C 0.006
30. C -0.086
31. H 0.078
32. H 0.077
33. H 0.076
34. H 0.125
35. H 0.126
36. H 0.153
37. H 0.119
38. H 0.122
39. H 0.073
40. H 0.118
41. H 0.131
42. H 0.086
43. H 0.107
44. H 0.100
45. H 0.095
46. H 0.095
47. H 0.092
48. H 0.117
49. H 0.107
50. H 0.115
51. H 0.093
52. H 0.075
53. H 0.093
54. H 0.136
55. H 0.131



ORCA calculation (ωB97M-V/def2-TZVPD) on one molecule with the formula C22H25N3O6S in a non-equilibrium geometry.

Properties
net charge = 0
orbital gap = 8.810 eV
DFT total energy = -50808.642 eV
E_HOMO = -8.208 eV
energy above the lowest of the compared OMol25 structures with the same formula, charge and spin = 88.05 kcal/mol
SMILES string = CCOc1ccc(N(CC(=O)Nc2cccc(OC)c2)S(=O)(=O)c2c(C)noc2C)cc1

CARTESIAN COORDINATES (ANGSTROEM)
C  3.914  4.833  -3.028
C  2.939  5.260  -1.934
O  2.999  4.427  -0.795
C  2.414  3.199  -0.820
C  2.600  2.418  0.322
C  2.041  1.163  0.431
C  1.281  0.639  -0.615
N  0.726  -0.652  -0.558
C  1.164  -1.597  0.448
C  0.584  -1.319  1.851
O  1.304  -1.047  2.788
N  -0.759  -1.426  1.872
C  -1.647  -1.193  2.928
C  -3.008  -1.348  2.662
C  -3.927  -1.132  3.666
C  -3.521  -0.764  4.940
C  -2.166  -0.607  5.206
O  -1.647  -0.249  6.413
C  -2.528  -0.018  7.484
C  -1.229  -0.823  4.195
S  -0.700  -0.960  -1.357
O  -1.581  0.167  -1.297
O  -1.196  -2.214  -0.854
C  -0.247  -1.221  -3.047
C  0.871  -1.934  -3.570
C  1.965  -2.589  -2.820
N  0.817  -1.937  -4.873
O  -0.297  -1.260  -5.247
C  -0.948  -0.828  -4.162
C  -2.204  -0.066  -4.317
C  1.097  1.413  -1.753
C  1.647  2.680  -1.856
H  3.870  5.538  -3.854
H  4.926  4.817  -2.631
H  3.675  3.839  -3.397
H  3.215  6.250  -1.559
H  1.914  5.314  -2.322
H  3.187  2.824  1.129
H  2.197  0.604  1.337
H  0.830  -2.586  0.125
H  2.255  -1.580  0.511
H  -1.205  -1.715  1.005
H  -3.328  -1.631  1.670
H  -4.981  -1.252  3.463
H  -4.265  -0.603  5.704
H  -3.213  0.809  7.271
H  -3.106  -0.915  7.731
H  -1.898  0.247  8.331
H  -0.184  -0.699  4.420
H  2.643  -3.066  -3.522
H  1.554  -3.335  -2.143
H  2.509  -1.851  -2.233
H  -3.016  -0.742  -4.583
H  -2.099  0.665  -5.116
H  -2.442  0.424  -3.378
H  0.507  1.036  -2.571
H  1.464  3.242  -2.758

The molecule's Löwdin atomic charges, reported in e, are given here:
1. C -0.064
2. C -0.248
3. O -0.050
4. C -0.267
5. C 0.018
6. C 0.009
7. C -0.241
8. N -0.164
9. C -0.094
10. C -0.441
11. O 0.073
12. N 0.149
13. C -0.203
14. C -0.031
15. C -0.081
16. C -0.036
17. C -0.267
18. O -0.078
19. C -0.092
20. C 0.071
21. S 0.700
22. O -0.251
23. O -0.280
24. C -0.180
25. C -0.310
26. C -0.004
27. N 0.119
28. O 0.036
29. C -0.278
30. C 0.023
31. C -0.017
32. C -0.003
33. H 0.077
34. H 0.079
35. H 0.066
36. H 0.123
37. H 0.116
38. H 0.123
39. H 0.101
40. H 0.119
41. H 0.141
42. H 0.091
43. H 0.111
44. H 0.105
45. H 0.098
46. H 0.095
47. H 0.095
48. H 0.092
49. H 0.113
50. H 0.090
51. H 0.088
52. H 0.084
53. H 0.101
54. H 0.097
55. H 0.074
56. H 0.094
57. H 0.108



ORCA calculation (ωB97M-V/def2-TZVPD) on C22H25N7SSn as an isolated structure in a non-equilibrium geometry.

Properties
net charge = +2
orbital gap (alpha / beta) = 4.969 / 5.385 eV
DFT total energy = -50298.490 eV
E_HOMO (alpha / beta) = -14.086 / -14.080 eV
energy above the lowest of the compared OMol25 structures with the same formula, charge and spin = 7.21 kcal/mol

CARTESIAN COORDINATES (ANGSTROEM)
Sn  14.253  10.790  6.038
S  14.296  13.550  6.137
C  12.574  13.589  5.984
C  11.950  14.852  5.863
C  10.563  14.894  5.765
C  9.866  13.698  5.816
C  10.550  12.488  5.965
N  11.891  12.425  6.021
H  12.590  15.741  5.879
H  10.016  15.827  5.641
H  8.773  13.675  5.750
H  9.984  11.559  6.015
C  17.520  12.015  5.683
N  16.644  10.837  5.631
C  17.241  9.679  5.627
C  16.557  8.429  5.758
C  17.207  7.139  5.677
C  16.199  6.184  5.838
C  14.975  6.890  5.994
N  15.198  8.259  5.997
C  18.170  12.308  7.015
C  19.552  12.587  7.133
C  20.149  12.764  8.378
C  19.371  12.790  9.537
C  18.001  12.588  9.431
C  17.413  12.384  8.182
H  16.906  12.852  5.314
H  18.303  11.836  4.925
H  18.336  9.635  5.527
H  18.246  6.967  5.490
H  16.292  5.120  5.849
H  13.980  6.461  6.079
H  20.177  12.584  6.222
H  21.230  12.912  8.427
H  19.840  12.917  10.511
H  17.386  12.617  10.331
H  16.341  12.293  8.127
C  7.829  7.745  4.660
C  8.332  6.791  5.761
C  7.939  7.329  7.155
C  9.808  6.275  5.596
N  10.802  7.380  5.508
C  11.363  8.087  4.484
N  11.929  9.197  4.964
N  11.818  9.127  6.284
N  11.171  7.990  6.677
H  6.717  7.810  4.693
H  8.095  7.309  3.677
H  8.252  8.766  4.725
H  7.774  5.834  5.616
H  8.571  8.172  7.497
H  7.975  6.540  7.918
H  6.883  7.688  7.111
H  9.864  5.718  4.646
H  10.079  5.639  6.490
H  11.322  7.827  3.440

The molecule's Löwdin atomic charges, reported in e, are given here:
1. Sn 1.352
2. S 0.734
3. C -0.741
4. C -0.039
5. C -0.009
6. C 0.006
7. C -0.075
8. N -0.039
9. H 0.124
10. H 0.135
11. H 0.135
12. H 0.118
13. C -0.182
14. N -0.101
15. C -0.055
16. C -0.248
17. C 0.037
18. C 0.000
19. C -0.025
20. N -0.035
21. C -0.221
22. C -0.029
23. C -0.057
24. C -0.058
25. C -0.063
26. C -0.063
27. H 0.087
28. H 0.134
29. H 0.162
30. H 0.120
31. H 0.115
32. H 0.123
33. H 0.124
34. H 0.120
35. H 0.119
36. H 0.116
37. H 0.068
38. C -0.083
39. C -0.408
40. C -0.081
41. C -0.082
42. N -0.089
43. C -0.112
44. N -0.059
45. N -0.122
46. N 0.102
47. H 0.096
48. H 0.081
49. H 0.074
50. H 0.144
51. H 0.067
52. H 0.081
53. H 0.091
54. H 0.130
55. H 0.147
56. H 0.133



ORCA calculation (ωB97M-V/def2-TZVPD) on one molecule with the formula C22H25NO4S in a non-equilibrium geometry.

Properties
net charge = 0
orbital gap = 8.732 eV
DFT total energy = -43735.553 eV
E_HOMO = -9.035 eV
energy above the lowest of the compared OMol25 structures with the same formula, charge and spin = 17.08 kcal/mol
SMILES string = Cc1ccc(/C=C/C(=O)O)cc1S(=O)(=O)N1CCC(Cc2ccccc2)CC1

CARTESIAN COORDINATES (ANGSTROEM)
C  -2.416  2.753  -1.802
C  -0.990  2.966  -2.177
C  -0.635  3.594  -3.368
C  0.688  3.780  -3.715
C  1.724  3.348  -2.880
C  3.098  3.563  -3.280
C  4.200  3.215  -2.604
C  5.528  3.508  -3.153
O  5.754  4.052  -4.207
O  6.511  3.093  -2.336
C  1.369  2.721  -1.682
C  0.045  2.537  -1.351
S  -0.304  1.727  0.213
O  -1.222  2.516  0.983
O  0.955  1.395  0.825
N  -1.135  0.370  -0.327
C  -2.086  -0.189  0.614
C  -1.398  -1.038  1.681
C  -0.577  -2.148  1.023
C  0.141  -3.010  2.073
C  -0.838  -3.753  2.936
C  -1.155  -3.304  4.211
C  -2.083  -3.977  4.987
C  -2.708  -5.110  4.497
C  -2.398  -5.567  3.227
C  -1.470  -4.893  2.455
C  0.432  -1.511  0.066
C  -0.284  -0.621  -0.951
H  -3.077  3.330  -2.445
H  -2.569  3.036  -0.763
H  -2.667  1.697  -1.889
H  -1.414  3.942  -4.031
H  0.933  4.271  -4.645
H  3.243  4.062  -4.232
H  4.189  2.718  -1.647
H  7.376  3.302  -2.721
H  2.112  2.369  -0.985
H  -2.608  0.654  1.066
H  -2.802  -0.793  0.046
H  -2.147  -1.464  2.350
H  -0.737  -0.391  2.262
H  -1.256  -2.791  0.450
H  0.786  -3.725  1.556
H  0.771  -2.366  2.689
H  -0.669  -2.421  4.601
H  -2.318  -3.616  5.978
H  -3.432  -5.636  5.102
H  -2.880  -6.454  2.839
H  -1.228  -5.258  1.466
H  0.997  -2.280  -0.464
H  1.129  -0.893  0.633
H  0.439  -0.082  -1.567
H  -0.917  -1.230  -1.608

The molecule's Löwdin atomic charges, reported in e, are given here:
1. C -0.037
2. C -0.233
3. C -0.018
4. C -0.008
5. C -0.197
6. C -0.008
7. C 0.010
8. C -0.545
9. O 0.093
10. O 0.102
11. C 0.005
12. C -0.215
13. S 0.698
14. O -0.280
15. O -0.282
16. N -0.241
17. C -0.188
18. C -0.129
19. C -0.317
20. C -0.123
21. C -0.244
22. C -0.051
23. C -0.084
24. C -0.097
25. C -0.087
26. C -0.046
27. C -0.143
28. C -0.184
29. H 0.084
30. H 0.074
31. H 0.086
32. H 0.115
33. H 0.117
34. H 0.125
35. H 0.113
36. H 0.129
37. H 0.111
38. H 0.114
39. H 0.134
40. H 0.121
41. H 0.126
42. H 0.146
43. H 0.123
44. H 0.125
45. H 0.114
46. H 0.102
47. H 0.099
48. H 0.101
49. H 0.113
50. H 0.122
51. H 0.107
52. H 0.118
53. H 0.133